This record from the OMol25 dataset describes C64H49CdN2O3S2Si as an isolated structure. The level of theory is ωB97M-V/def2-TZVPD.

## Properties
Net charge = +1
Relative energy (zero: lowest compared OMol25 entry of this formula, charge and spin) = 0.0 kcal/mol
DFT total energy = -4057.06798 hartree
HOMO-LUMO gap = 7.906 eV
HOMO level = -0.3849 hartree

CARTESIAN COORDINATES (ANGSTROEM)
Cd: -1.185 -1.113 -1.068
C: 5.540 -0.442 3.322
C: 4.573 -0.434 2.169
C: 5.007 -0.690 0.866
C: 4.129 -0.651 -0.203
C: 2.789 -0.381 0.045
C: 2.328 -0.136 1.334
C: 3.224 -0.166 2.390
S: 1.594 -0.179 -1.246
O: 1.345 -1.454 -2.022
C: 2.503 0.946 -2.292
C: 3.041 0.487 -3.507
C: 3.595 1.393 -4.363
C: 3.595 2.777 -4.060
C: 4.089 3.733 -4.986
C: 4.018 5.066 -4.714
C: 3.461 5.517 -3.493
C: 2.991 4.625 -2.574
C: 3.040 3.229 -2.835
C: 2.479 2.272 -1.942
C: 1.780 2.676 -0.675
C: 2.531 3.027 0.487
C: 3.950 3.047 0.483
C: 4.641 3.351 1.620
C: 3.954 3.653 2.819
C: 2.592 3.626 2.855
C: 1.846 3.301 1.696
C: 0.433 3.200 1.736
C: -0.275 2.836 0.635
C: 0.409 2.603 -0.575
S: -0.527 2.082 -2.011
O: -1.636 1.175 -1.487
C: -1.276 3.615 -2.479
C: -0.735 4.256 -3.581
C: -1.247 5.490 -3.962
C: -2.297 6.074 -3.264
C: -2.849 7.417 -3.664
C: -2.840 5.390 -2.170
C: -2.337 4.168 -1.769
H: 6.570 -0.555 2.982
H: 5.317 -1.264 4.006
H: 5.462 0.485 3.893
H: 6.053 -0.910 0.686
H: 4.483 -0.835 -1.212
H: 1.276 0.066 1.495
H: 2.862 0.027 3.395
H: 2.996 -0.570 -3.738
H: 4.029 1.063 -5.300
H: 4.515 3.384 -5.920
H: 4.390 5.787 -5.432
H: 3.407 6.580 -3.290
H: 2.569 4.974 -1.638
H: 4.479 2.810 -0.432
H: 5.724 3.362 1.608
H: 4.517 3.904 3.709
H: 2.060 3.842 3.776
H: -0.080 3.394 2.671
H: -1.348 2.699 0.683
H: 0.082 3.801 -4.132
H: -0.825 5.999 -4.821
H: -2.395 7.777 -4.586
H: -2.659 8.156 -2.882
H: -3.929 7.368 -3.808
H: -3.669 5.832 -1.627
H: -2.770 3.640 -0.928
C: -5.694 -0.855 -1.746
C: -4.343 -0.515 -1.629
N: -3.386 -1.423 -1.626
C: -3.709 -2.732 -1.740
C: -5.034 -3.164 -1.813
C: -6.037 -2.179 -1.824
C: -5.324 -4.570 -1.886
C: -4.329 -5.475 -1.944
C: -2.953 -5.059 -1.948
C: -1.886 -5.967 -2.080
C: -0.598 -5.506 -2.106
C: -0.370 -4.132 -1.979
N: -1.353 -3.265 -1.830
C: -2.635 -3.706 -1.828
H: -6.445 -0.078 -1.768
H: -4.022 0.514 -1.523
H: -7.076 -2.478 -1.904
H: -6.360 -4.885 -1.891
H: -4.548 -6.535 -1.992
H: -2.098 -7.026 -2.167
H: 0.240 -6.180 -2.212
H: 0.631 -3.719 -1.995
O: -0.890 -1.006 0.959
Si: -1.116 -2.079 2.144
C: -0.519 -1.317 3.755
C: -0.433 0.075 3.873
C: 0.040 0.672 5.037
C: 0.437 -0.116 6.110
C: 0.352 -1.500 6.017
C: -0.124 -2.090 4.851
C: -2.927 -2.529 2.322
C: -3.514 -3.549 1.564
C: -4.870 -3.833 1.661
C: -5.671 -3.096 2.525
C: -5.110 -2.085 3.294
C: -3.752 -1.808 3.194
C: -0.188 -3.688 1.860
C: -0.576 -4.876 2.493
C: 0.147 -6.052 2.327
C: 1.278 -6.064 1.518
C: 1.679 -4.898 0.879
C: 0.949 -3.728 1.048
H: -0.738 0.692 3.033
H: 0.102 1.752 5.111
H: 0.811 0.345 7.017
H: 0.656 -2.118 6.853
H: -0.176 -3.173 4.794
H: -2.894 -4.150 0.901
H: -5.301 -4.637 1.076
H: -6.728 -3.320 2.610
H: -5.729 -1.518 3.979
H: -3.322 -1.024 3.810
H: -1.459 -4.885 3.126
H: -0.169 -6.958 2.830
H: 1.846 -6.978 1.393
H: 2.564 -4.901 0.252
H: 1.280 -2.827 0.546

Cartesian forces, eV/Å:
Cd -0.078 0.188 -0.107
C -0.039 -0.040 -0.044
C 0.029 -0.010 0.043
C 0.047 -0.005 -0.018
C -0.016 -0.125 0.025
C 0.039 0.097 0.031
C 0.022 -0.096 -0.014
C -0.046 0.008 -0.004
S 0.031 -0.129 0.080
O 0.006 0.153 0.154
C -0.146 -0.055 -0.109
C 0.101 -0.054 0.054
C 0.065 -0.013 -0.043
C -0.040 0.044 -0.003
C 0.019 -0.067 0.027
C -0.006 0.082 0.065
C 0.042 -0.013 -0.066
C -0.005 -0.083 0.028
C -0.093 0.020 -0.032
C -0.139 0.169 0.056
C 0.032 -0.020 -0.064
C 0.019 -0.039 0.002
C -0.059 0.016 -0.002
C -0.020 0.001 0.040
C 0.105 -0.007 -0.052
C -0.071 -0.010 0.005
C 0.049 0.037 -0.014
C -0.024 -0.010 0.137
C -0.057 0.040 -0.063
C 0.046 0.047 -0.015
S 0.057 -0.236 -0.148
O 0.204 0.021 -0.022
C -0.077 0.012 0.140
C 0.044 0.043 0.000
C 0.026 -0.016 -0.019
C -0.045 0.056 0.010
C 0.016 -0.085 0.046
C -0.008 0.044 -0.018
C -0.020 0.006 -0.058
H -0.042 0.010 0.008
H 0.003 0.027 -0.023
H 0.008 -0.012 -0.009
H -0.033 0.026 0.021
H -0.022 0.042 0.043
H -0.079 -0.006 0.028
H 0.025 -0.011 -0.042
H -0.020 0.032 -0.010
H -0.045 0.029 0.026
H -0.025 -0.002 0.044
H -0.017 -0.021 0.039
H 0.018 -0.029 0.000
H -0.007 -0.014 -0.029
H 0.006 0.013 0.017
H -0.029 0.001 -0.002
H -0.010 -0.018 -0.022
H 0.015 -0.011 -0.060
H 0.035 -0.021 -0.004
H 0.026 -0.003 -0.028
H -0.037 0.032 0.026
H -0.017 -0.012 0.029
H -0.002 -0.013 0.005
H 0.001 -0.014 -0.015
H 0.028 -0.005 -0.004
H 0.035 -0.024 -0.020
H 0.023 0.003 -0.030
C -0.037 0.037 -0.005
C 0.087 -0.078 0.109
N -0.177 -0.164 -0.109
C 0.187 0.125 -0.069
C -0.073 -0.061 -0.038
C -0.069 -0.048 0.019
C -0.082 0.099 -0.012
C 0.099 -0.093 0.029
C -0.054 -0.102 -0.020
C -0.062 -0.072 0.032
C 0.060 -0.051 -0.013
C -0.001 0.111 0.072
N -0.224 -0.109 -0.083
C 0.110 0.204 -0.031
H 0.017 -0.009 0.031
H 0.001 -0.010 -0.041
H 0.034 0.001 0.025
H 0.026 0.020 -0.024
H 0.020 0.038 -0.028
H 0.002 0.025 0.005
H -0.013 0.025 0.008
H -0.021 -0.002 0.037
O 0.293 -0.046 0.333
Si 0.046 0.175 -0.118
C 0.081 0.064 0.038
C 0.018 -0.023 0.031
C 0.019 -0.053 -0.032
C -0.005 -0.015 -0.042
C -0.035 0.015 -0.039
C 0.011 0.051 -0.024
C -0.218 -0.043 0.095
C 0.024 0.053 0.035
C 0.008 0.033 0.031
C 0.025 0.010 -0.003
C 0.030 0.001 -0.042
C -0.025 -0.064 -0.103
C 0.045 -0.163 -0.032
C 0.068 0.002 -0.062
C -0.001 0.052 -0.026
C -0.026 0.010 0.014
C -0.040 -0.030 -0.013
C -0.017 -0.040 0.098
H 0.045 -0.012 0.016
H -0.018 -0.002 -0.010
H -0.021 -0.014 -0.036
H -0.006 0.013 -0.027
H 0.024 0.048 -0.002
H -0.047 0.038 0.076
H 0.009 0.004 0.010
H 0.021 0.001 0.007
H 0.001 -0.011 -0.005
H -0.026 -0.043 -0.021
H 0.041 -0.006 -0.036
H 0.006 0.015 -0.009
H -0.018 0.031 0.006
H -0.013 0.011 0.013
H 0.023 0.084 -0.031

Mulliken population analysis, charges in e, atoms 1 to 6:
1 Cd 1.5827
2 C -1.6209
3 C 0.8950
4 C -1.2563
5 C -0.9192
6 C 0.7859